{"formula": "C18H17F6N4O9RhS3", "method": "ωB97M-V with the def2-TZVPD basis set", "lumo_energy_ev": 4.1, "e_tot_ha": -3496.7186, "homo_ev": -2.68, "charge": -2, "orbital_gap_ev": 6.77, "relative_energy_ev": 0.808, "spin_multiplicity": 1, "species": ["Rh", "C", "C", "C", "C", "C", "C", "C", "S", "O", "O", "N", "C", "C", "O", "O", "H", "H", "H", "H", "H", "H", "H", "H", "H", "F", "C", "F", "F", "S", "O", "O", "N", "S", "O", "O", "C", "F", "F", "F", "N", "C", "O", "C", "C", "C", "N", "C", "C", "H", "H", "H", "H", "H", "H", "C", "H", "H"], "positions_angstrom": [[-0.97, 0.96, 1.30], [-7.46, 2.59, 4.77], [-6.12, 2.95, 4.19], [-5.92, 4.18, 3.57], [-4.69, 4.50, 3.01], [-3.64, 3.60, 3.09], [-3.82, 2.37, 3.71], [-5.05, 2.06, 4.26], [-2.04, 3.97, 2.37], [-1.10, 3.83, 3.46], [-2.19, 5.29, 1.80], [-1.83, 2.86, 1.26], [-2.67, 3.07, 0.08], [-2.71, 1.86, -0.85], [-3.44, 1.91, -1.84], [-1.98, 0.85, -0.53], [-8.15, 3.44, 4.75], [-7.37, 2.26, 5.81], [-7.92, 1.77, 4.21], [-6.74, 4.88, 3.50], [-4.52, 5.45, 2.52], [-3.00, 1.66, 3.73], [-5.20, 1.09, 4.73], [-2.32, 3.93, -0.50], [-3.71, 3.29, 0.35], [7.02, -3.64, 0.14], [6.84, -2.38, -0.31], [7.02, -2.40, -1.64], [7.79, -1.61, 0.23], [5.15, -1.83, 0.15], [5.16, -1.88, 1.59], [4.29, -2.80, -0.51], [5.26, -0.41, -0.47], [4.14, 0.69, -0.65], [2.81, 0.19, -0.79], [4.64, 1.66, -1.58], [4.18, 1.60, 0.95], [3.78, 0.80, 1.94], [3.37, 2.65, 0.89], [5.41, 2.03, 1.24], [2.75, -4.72, 0.01], [1.39, -4.73, 0.03], [0.71, -5.72, -0.20], [0.80, -3.41, 0.38], [-0.48, -3.06, -0.05], [-0.97, -1.80, 0.25], [-0.26, -0.93, 0.97], [0.95, -1.28, 1.40], [1.51, -2.50, 1.13], [3.21, -5.57, -0.24], [3.26, -3.84, -0.01], [-1.06, -3.76, -0.64], [-1.92, -1.45, -0.12], [1.48, -0.53, 1.97], [2.51, -2.71, 1.50], [-0.43, 0.87, 3.03], [-0.05, -0.05, 3.49], [-0.55, 1.67, 3.76]]}

{"formula": "CH2FNO2", "method": "ωB97M-V with the def2-TZVPD basis set", "lumo_energy_ev": [-0.1, -1.3], "e_tot_ha": -344.2363, "homo_ev": [-10.03, -9.40], "orbital_gap_ev": [9.97, 8.05], "relative_energy_ev": 3.053, "spin_multiplicity": 1, "species": ["C", "N", "O", "O", "F", "H", "H"], "positions_angstrom": [[-0.09, -1.34, 0.47], [0.06, 1.11, -0.53], [-1.18, -1.76, 0.48], [0.32, 2.00, 0.37], [0.95, -1.77, 1.21], [-0.90, 0.97, -0.70], [0.85, 0.79, -1.31]]}

{"formula": "C2HClF3N", "method": "ωB97M-V with the def2-TZVPD basis set", "lumo_energy_ev": [-1.3, -0.5], "e_tot_ha": -891.1818, "homo_ev": [-8.05, -10.15], "orbital_gap_ev": [6.79, 9.65], "relative_energy_ev": 4.660, "spin_multiplicity": 1, "species": ["C", "C", "N", "F", "F", "F", "Cl", "H"], "positions_angstrom": [[-1.64, -0.09, 1.08], [1.53, -1.55, 0.24], [-0.73, -0.58, 0.49], [1.84, -1.21, -1.04], [1.47, -2.90, 0.26], [2.51, -1.10, 1.00], [-2.13, -0.06, 2.70], [-0.15, -0.93, -0.29]]}